No. 1
{
  "formula": "C13H17N2",
  "method": "the ωB97M-V functional and the def2-TZVPD basis",
  "homo_energy_ev": [-12.67, -12.67],
  "smiles": "Cc1cccc([N+]2=N[C@@H](C(C)C)C=C2)c1",
  "orbital_gap_ev": [7.0435, 7.0408],
  "de_lowest_kcal_mol": 132.26,
  "fmax_ev_per_a": 7.138,
  "energy_ha": -614.68824,
  "charge": 1,
  "elements": ["C", "C", "C", "C", "C", "C", "C", "C", "C", "C", "C", "C", "C", "N", "N", "H", "H", "H", "H", "H", "H", "H", "H", "H", "H", "H", "H", "H", "H", "H", "H", "H"],
  "positions_angstrom": [[2.0559, 2.2804, -2.7158], [3.0417, 1.2616, -2.6443], [0.8952, 2.1775, -1.9508], [1.7342, 0.0779, -1.0044], [2.8322, 0.0850, -1.9043], [0.7173, 1.0401, -1.1509], [-2.3254, 1.2461, 0.7775], [-1.3356, 1.8853, 0.1161], [-1.9080, -0.2194, 0.8856], [3.7016, -1.0111, -2.1792], [-3.3245, -1.3825, 2.7096], [-0.9318, -2.0599, 2.2501], [-1.8978, -0.8865, 2.3251], [-0.7239, -0.3026, 0.1471], [-0.3504, 0.9634, -0.2813], [2.2666, 3.0792, -3.3830], [3.9681, 1.3673, -3.0310], [0.0225, 2.8299, -2.1190], [1.5646, -0.8318, -0.3316], [-3.2408, 1.6867, 1.0777], [-1.1536, 2.9503, 0.0754], [-2.6334, -0.8681, 0.4127], [4.5913, -1.0217, -1.6176], [3.1863, -1.8978, -1.6147], [3.8836, -1.3602, -3.2208], [-3.1885, -1.6423, 3.8237], [-3.8765, -2.0389, 2.1281], [-4.1370, -0.5612, 2.7068], [0.1382, -1.6119, 1.8876], [-1.3271, -2.7590, 1.4892], [-0.6872, -2.2444, 3.2982], [-1.5575, -0.2314, 3.0383]]
}



No. 2
{
  "formula": "C38H44N3O9PPt",
  "method": "the ωB97M-V functional and the def2-TZVPD basis",
  "homo_energy_ev": -2.36,
  "orbital_gap_ev": 6.4295,
  "de_lowest_kcal_mol": 11.21,
  "fmax_ev_per_a": 0.178,
  "energy_ha": -2776.82486,
  "charge": -2,
  "elements": ["Pt", "C", "O", "C", "C", "C", "C", "C", "C", "N", "N", "C", "O", "C", "C", "C", "C", "C", "C", "C", "O", "H", "H", "H", "H", "H", "H", "H", "H", "H", "H", "H", "H", "C", "C", "C", "C", "O", "P", "O", "O", "O", "C", "C", "C", "C", "H", "H", "H", "H", "H", "H", "H", "H", "H", "H", "H", "H", "H", "H", "H", "H", "H", "H", "C", "C", "C", "C", "C", "C", "N", "C", "C", "C", "C", "C", "C", "C", "O", "O", "C", "C", "H", "H", "H", "H", "H", "H", "H", "H", "H", "H", "H", "H", "H", "H"],
  "positions_angstrom": [[0.0074, 0.6565, 2.8290], [3.4756, -1.3668, 0.8867], [3.8034, -2.0041, 2.1353], [2.7655, -2.5191, 2.8684], [2.9065, -3.7923, 3.3579], [1.9092, -4.3808, 4.1487], [0.7687, -3.6688, 4.4057], [0.5868, -2.3560, 3.9279], [-0.6717, -1.7410, 4.2502], [-1.0300, -0.5569, 3.9103], [-2.2941, -0.1130, 4.2856], [-2.5148, 1.0638, 3.7705], [-1.6867, 1.7376, 3.0417], [-3.8326, 1.7033, 4.0439], [-4.8162, 1.0575, 4.7899], [-6.0306, 1.6807, 5.0297], [-6.2777, 2.9534, 4.5276], [-5.3023, 3.5965, 3.7789], [-4.0859, 2.9739, 3.5372], [1.6045, -1.7316, 3.1607], [1.5952, -0.5178, 2.7038], [4.2396, -1.6831, 0.1726], [3.4910, -0.2865, 0.9994], [2.4897, -1.6630, 0.5264], [3.8107, -4.3312, 3.1001], [2.0276, -5.3920, 4.5165], [-0.0357, -4.1161, 4.9792], [-1.3976, -2.3173, 4.8157], [-4.6082, 0.0668, 5.1697], [-6.7913, 1.1705, 5.6088], [-7.2288, 3.4378, 4.7160], [-5.4877, 4.5864, 3.3787], [-3.3132, 3.4509, 2.9496], [1.1883, 2.8744, -2.7628], [0.9844, 2.2505, -1.3859], [-0.4913, 1.9429, -1.1620], [1.8246, 0.9885, -1.2473], [1.4768, 3.2668, -0.4789], [1.2614, 3.3276, 1.1191], [2.3396, 4.1664, 1.6784], [1.0445, 1.9131, 1.5855], [-0.1879, 4.0363, 1.2817], [-0.4436, 5.4363, 1.1404], [-1.9196, 5.5850, 1.4927], [0.3986, 6.2716, 2.1031], [-0.1994, 5.8712, -0.3010], [0.8971, 2.1700, -3.5441], [2.2388, 3.1347, -2.9008], [0.5898, 3.7831, -2.8585], [-0.8293, 1.2445, -1.9308], [-1.0898, 2.8550, -1.2244], [-0.6551, 1.4719, -0.1946], [1.6091, 0.3078, -2.0751], [1.5978, 0.4747, -0.3150], [2.8847, 1.2487, -1.2789], [-2.0789, 5.2728, 2.5258], [-2.5266, 4.9530, 0.8431], [-2.2387, 6.6243, 1.3819], [0.2665, 5.9001, 3.1204], [0.0678, 7.3137, 2.0613], [1.4549, 6.2012, 1.8543], [-0.8213, 5.2859, -0.9826], [0.8431, 5.7154, -0.5750], [-0.4444, 6.9302, -0.4184], [3.2818, -3.1082, -6.5952], [2.2484, -2.3550, -5.7985], [1.6947, -1.1904, -6.3162], [0.7678, -0.4669, -5.5797], [0.3622, -0.9288, -4.3425], [0.8950, -2.1051, -3.8060], [0.4824, -2.5039, -2.5358], [-0.2108, -3.6605, -2.2455], [-0.4758, -4.6387, -3.2139], [-1.1612, -5.7967, -2.8810], [-1.6111, -6.0004, -1.5851], [-1.3843, -5.0101, -0.6353], [-0.7038, -3.8399, -0.9304], [-0.5717, -2.7694, 0.1748], [-1.0303, -3.0568, 1.2858], [-0.0101, -1.6840, -0.1626], [1.8748, -2.8085, -4.5278], [2.5615, -3.9990, -3.9172], [3.3757, -2.6887, -7.5973], [3.0245, -4.1657, -6.6886], [4.2647, -3.0625, -6.1191], [2.0027, -0.8442, -7.2966], [0.3509, 0.4507, -5.9782], [-0.3786, -0.3934, -3.7615], [0.3958, -1.8349, -1.7316], [-0.1526, -4.4766, -4.2353], [-1.3489, -6.5398, -3.6495], [-2.1447, -6.9059, -1.3213], [-1.7388, -5.1078, 0.3834], [2.3958, -4.0181, -2.8421], [3.6366, -3.9620, -4.1033], [2.1890, -4.9452, -4.3207]]
}



No. 3
{
  "formula": "C3H8NPS3",
  "method": "the ωB97M-V functional and the def2-TZVPD basis",
  "homo_energy_ev": -9.15,
  "orbital_gap_ev": 9.1554,
  "de_lowest_kcal_mol": 0.00,
  "fmax_ev_per_a": 3.079,
  "energy_ha": -1709.76593,
  "charge": 0,
  "elements": ["C", "C", "C", "N", "P", "S", "S", "S", "H", "H", "H", "H", "H", "H", "H", "H"],
  "positions_angstrom": [[-2.3757, 0.6223, -0.1391], [-1.6363, -0.3016, 0.8342], [-1.2859, 0.3154, -1.2260], [-0.6948, -0.6480, -0.2882], [0.6105, -1.6052, -0.4245], [0.9756, -2.6739, 1.1858], [4.5737, 1.7280, 1.4494], [1.5089, -1.5088, -2.0935], [-3.4015, 0.3967, -0.4387], [-2.5526, 1.6611, 0.1885], [-1.1563, 0.1493, 1.6266], [-2.1455, -1.2055, 1.1087], [-1.5039, -0.2522, -2.1952], [-0.4844, 1.2197, -1.3426], [4.9049, 0.4609, 1.6148], [4.6633, 1.6417, 0.1397]]
}



No. 4
{
  "formula": "C36H58GeN2O2PtSSe",
  "method": "the ωB97M-V functional and the def2-TZVPD basis",
  "homo_energy_ev": [-0.45, -1.73],
  "s2": 2.014,
  "orbital_gap_ev": [4.5727, 5.8481],
  "fmax_ev_per_a": 0.693,
  "energy_ha": -6662.39971,
  "multiplicity": 3,
  "charge": -2,
  "elements": ["Pt", "C", "C", "C", "C", "C", "C", "C", "Se", "C", "C", "C", "C", "C", "C", "O", "C", "C", "C", "C", "C", "C", "C", "C", "C", "O", "C", "C", "C", "C", "C", "C", "H", "H", "H", "H", "H", "H", "H", "H", "H", "H", "H", "H", "H", "H", "H", "H", "H", "H", "H", "H", "H", "H", "H", "H", "H", "H", "H", "H", "H", "H", "H", "H", "H", "H", "H", "H", "H", "H", "H", "H", "S", "C", "N", "C", "C", "C", "N", "H", "H", "H", "H", "H", "H", "H", "H", "C", "Ge", "C", "C", "C", "H", "H", "H", "H", "H", "H", "H", "H", "H", "H"],
  "positions_angstrom": [[-0.4077, -0.2206, 0.3942], [0.6011, 5.8144, -4.4055], [1.3954, 4.5592, -4.7982], [1.3479, 4.4270, -6.3207], [2.8627, 4.7550, -4.3846], [0.8146, 3.3292, -4.0994], [0.7727, 3.2661, -2.7096], [0.2720, 2.1621, -2.0380], [0.4273, 2.1468, -0.1123], [2.2985, 1.7307, -0.0556], [3.2139, 2.7696, -0.0884], [4.5807, 2.5167, -0.1308], [4.9563, 1.1681, -0.0984], [4.0811, 0.0902, -0.0402], [2.6571, 0.3485, -0.0806], [1.7771, -0.5836, -0.1621], [4.7178, -1.3239, 0.0171], [5.7122, -1.3819, 1.1916], [5.4783, -1.5869, -1.2945], [3.7372, -2.4921, 0.2202], [5.6373, 3.6195, -0.2334], [4.9967, 5.0062, -0.2449], [6.6072, 3.5519, 0.9579], [6.4408, 3.4600, -1.5357], [-0.2623, 1.0125, -2.7184], [-0.7777, 0.0067, -2.1186], [-0.1850, 1.0775, -4.1673], [0.3298, 2.2103, -4.7858], [-0.6468, -0.1286, -5.0056], [-2.1397, -0.4144, -4.7581], [-0.4669, 0.1137, -6.5039], [0.1852, -1.3741, -4.6383], [1.0031, 6.7058, -4.9094], [-0.4519, 5.6993, -4.6851], [0.6431, 5.9845, -3.3244], [1.7591, 5.3328, -6.7808], [1.9391, 3.5710, -6.6658], [0.3193, 4.2990, -6.6780], [3.2920, 5.6459, -4.8668], [2.9532, 4.8756, -3.2996], [3.4575, 3.8803, -4.6696], [1.1572, 4.0925, -2.1140], [2.8339, 3.7855, -0.0857], [6.0209, 0.9454, -0.1139], [6.5161, -0.6429, 1.0952], [5.1889, -1.1899, 2.1350], [6.1718, -2.3782, 1.2458], [6.2658, -0.8414, -1.4615], [5.9436, -2.5826, -1.2758], [4.7858, -1.5436, -2.1430], [3.1447, -2.3730, 1.1317], [3.0293, -2.5829, -0.6012], [4.3259, -3.4186, 0.2981], [4.4260, 5.1909, 0.6727], [5.7783, 5.7723, -0.3209], [4.3209, 5.1248, -1.0994], [6.0602, 3.6826, 1.8981], [7.1168, 2.5834, 1.0005], [7.3717, 4.3383, 0.8850], [5.7718, 3.5294, -2.4005], [7.2080, 4.2432, -1.6215], [6.9379, 2.4855, -1.5766], [0.3643, 2.2234, -5.8703], [-2.7455, 0.4587, -5.0348], [-2.4673, -1.2712, -5.3649], [-2.3089, -0.6375, -3.7034], [-1.0631, 0.9673, -6.8534], [0.5843, 0.2959, -6.7621], [-0.8002, -0.7771, -7.0499], [0.0682, -1.6115, -3.5806], [-0.1365, -2.2376, -5.2400], [1.2493, -1.1887, -4.8354], [-1.5038, 0.6864, 2.6805], [-2.3028, 0.2829, 1.1493], [-3.2674, -0.8054, 1.1983], [-3.7494, -1.2174, -0.1220], [-4.4225, -0.0332, -0.7981], [-3.4184, 1.1033, -0.8933], [-2.9160, 1.3998, 0.4533], [-2.8209, -1.5713, 1.6704], [-4.4534, -2.0387, 0.0138], [-2.9268, -1.5694, -0.7659], [-5.2759, 0.2788, -0.1869], [-4.7799, -0.3074, -1.7977], [-3.8868, 2.0058, -1.2899], [-2.6088, 0.8066, -1.5701], [-2.2952, 2.1852, 0.4655], [0.3376, -5.1480, 0.4754], [-0.9751, -3.7468, 0.0441], [-1.0820, -3.6431, -1.9057], [-2.6879, -4.5667, 0.6053], [-0.5855, -2.1279, 0.9525], [0.0310, -6.1065, 0.0346], [0.3997, -5.2639, 1.5651], [1.3356, -4.8819, 0.1015], [-1.4189, -4.6034, -2.3114], [-0.1055, -3.3920, -2.3347], [-1.7863, -2.8584, -2.2031], [-2.6907, -5.6376, 0.3583], [-3.5338, -4.0859, 0.0985], [-2.8294, -4.4553, 1.6884], [-0.1252, -2.3096, 1.9298]]
}



No. 5
{
  "formula": "C13H28NO2",
  "method": "the ωB97M-V functional and the def2-TZVPD basis",
  "homo_energy_ev": -12.47,
  "smiles": "COCCCCCCC[C@@H]1COCC[N@H+]1C",
  "orbital_gap_ev": 9.7041,
  "de_lowest_kcal_mol": 11.85,
  "fmax_ev_per_a": 1.164,
  "energy_ha": -717.07613,
  "charge": 1,
  "elements": ["C", "O", "C", "C", "C", "C", "C", "C", "C", "C", "C", "O", "C", "C", "N", "C", "H", "H", "H", "H", "H", "H", "H", "H", "H", "H", "H", "H", "H", "H", "H", "H", "H", "H", "H", "H", "H", "H", "H", "H", "H", "H", "H", "H"],
  "positions_angstrom": [[2.8548, -1.5871, 1.4917], [3.8437, -0.7341, 0.9511], [3.7653, -0.5516, -0.4495], [2.4987, 0.1487, -0.9027], [2.2701, 1.4994, -0.2317], [1.2346, 2.3505, -1.0164], [0.2453, 3.1314, -0.1435], [-1.0827, 2.4235, 0.1375], [-0.9477, 0.9357, 0.5071], [-1.8795, 0.0664, -0.3597], [-3.3181, 0.0120, 0.1581], [-3.6032, -1.1013, 0.9770], [-2.5048, -1.6159, 1.6761], [-1.3764, -2.0869, 0.7632], [-1.3184, -1.3068, -0.5352], [-1.9815, -2.0574, -1.6408], [2.0753, -0.9878, 1.9666], [3.3086, -2.2114, 2.2565], [2.4321, -2.2538, 0.7400], [3.8585, -1.5139, -0.9676], [4.6218, 0.0497, -0.7319], [1.6273, -0.4933, -0.7844], [2.5993, 0.3254, -1.9728], [1.8591, 1.3532, 0.7631], [3.2117, 2.0246, -0.1332], [1.8036, 3.0874, -1.5764], [0.7342, 1.7453, -1.7703], [0.7275, 3.4449, 0.7762], [0.0032, 4.0501, -0.6700], [-1.5486, 2.9215, 0.9821], [-1.7669, 2.5573, -0.6964], [0.0648, 0.5716, 0.3894], [-1.2571, 0.8006, 1.5359], [-1.9064, 0.5191, -1.3450], [-4.0000, -0.0375, -0.6849], [-3.5141, 0.9572, 0.6630], [-2.8543, -2.4812, 2.2250], [-2.1215, -0.9180, 2.4198], [-0.4162, -1.9807, 1.2538], [-1.4966, -3.1321, 0.5111], [-0.3317, -1.1817, -0.7616], [-1.2620, -2.7300, -2.0932], [-2.8185, -2.6314, -1.2687], [-2.3338, -1.3816, -2.4082]]
}



No. 6
{
  "formula": "C6H6CoLiO2",
  "method": "the ωB97M-V functional and the def2-TZVPD basis",
  "homo_energy_ev": [-15.58, -15.58],
  "s2": 6.003,
  "orbital_gap_ev": [7.5697, 4.6842],
  "de_lowest_kcal_mol": 0.00,
  "fmax_ev_per_a": 2.399,
  "energy_ha": -1772.19572,
  "multiplicity": 5,
  "charge": 2,
  "elements": ["C", "C", "C", "H", "H", "H", "H", "C", "O", "O", "C", "C", "Li", "Co", "H", "H"],
  "positions_angstrom": [[2.9510, 0.5007, -0.5672], [1.7641, 0.3888, -1.1946], [0.6236, 1.3106, -1.1303], [3.7185, -0.2599, -0.7125], [3.2093, 1.3648, 0.0522], [1.5754, -0.4957, -1.8086], [-0.2404, 1.1245, -1.7727], [0.6903, 2.5523, -0.6330], [0.7379, 3.6132, -0.1896], [-0.6843, -0.3713, 1.5563], [-1.5887, 0.0549, 0.9060], [-2.3916, 0.5270, -0.0006], [1.2786, -0.2831, 1.0829], [-1.2077, -1.7503, 3.4784], [-2.9612, -0.3763, -0.3618], [-2.8090, 1.5275, 0.1128]]
}